33
Properties=species:S:1:pos:R:3:forces:R:3:nbo_charge:R:1 method="wB97M-V/def2-TZVPD" homo_energy_ev=-9.80 e_tot_ha=-967.6553 multiplicity=1
C -2.39934 -1.04684 0.64670 4.4 0.9 0.0 -0.1202
C -1.11988 -0.38587 1.50199 -0.4 1.0 -1.9 0.6897
C -1.78599 -2.23070 -0.07527 -0.3 -2.0 -0.8 -0.5152
C -0.65311 -1.95451 -1.04744 -0.2 1.4 0.8 0.6946
C 0.63509 1.29076 1.36664 -1.7 -0.3 2.1 -0.2038
C 0.78471 2.70909 0.79183 0.9 0.3 -0.2 0.8177
C 1.68336 0.26146 1.21946 3.0 -1.3 -2.0 -0.4080
C 2.65298 0.39840 -0.09410 -1.6 -3.2 -0.4 -0.5074
C 1.93117 0.58468 -1.48982 -0.5 4.2 2.1 0.7955
H -3.82619 -0.46860 -0.54713 -1.0 0.3 -0.4 0.3756
H -2.92924 0.76164 0.14369 -0.7 -0.1 -0.9 0.3898
H -3.04050 -1.31369 1.42941 -1.4 -0.6 0.9 0.2085
H -2.47093 -2.53532 -0.89105 -0.8 -0.7 1.1 0.2173
H -1.43605 -3.11139 0.59441 -0.9 1.6 -1.2 0.2643
H -0.14364 -0.85019 -2.70984 -0.9 -0.1 0.3 0.4359
H -1.84668 -0.78468 -2.15709 -0.2 0.5 -0.2 0.4200
H -0.90975 0.72158 -0.20716 1.4 0.7 3.5 0.4311
H 0.33139 1.28028 2.49143 1.2 0.9 -1.4 0.2702
H 1.34269 -0.81061 1.23222 -0.4 1.4 -0.3 0.2596
H 2.31202 0.22077 2.09210 0.7 0.5 0.2 0.2302
H 3.35844 1.16004 -0.09238 1.0 1.6 0.6 0.2397
H 3.22621 -0.57823 -0.10810 -0.6 0.9 -0.1 0.2063
H 1.73791 -1.35947 -1.65160 -0.5 1.3 -0.4 0.5413
H 2.02125 4.08285 0.25855 0.5 -2.2 1.0 0.5037
N -2.90510 -0.12525 -0.38434 0.7 0.6 2.1 -0.8635
N -0.94264 -1.20864 -2.17469 1.1 -1.5 1.1 -0.8470
N -0.60218 0.74674 0.89673 -3.4 -1.4 -4.7 -0.6513
O -0.60697 -0.83969 2.49427 -0.9 -0.7 0.5 -0.6193
O 0.43206 -2.38845 -0.70425 1.5 -0.1 -1.0 -0.6662
O -0.19791 3.33201 0.46423 1.8 -0.1 0.3 -0.5607
O 1.63846 1.78436 -1.80902 0.7 -4.8 0.1 -0.6214
O 1.58537 -0.49575 -2.16690 0.9 -0.5 -0.1 -0.7102
O 2.14296 3.15321 0.68651 -3.5 1.6 -0.5 -0.6969

26
Properties=species:S:1:pos:R:3:forces:R:3:nbo_charge:R:1 method="wB97M-V/def2-TZVPD" homo_energy_ev=-13.16 total_charge=+1 e_tot_ha=-930.3567 multiplicity=1
C 0.38729 -0.32179 3.35737 0.1 -0.2 -0.2 -0.6007
C -0.46121 0.67806 2.56786 0.0 -0.4 0.3 -0.4091
C 0.09336 0.99035 1.16906 -0.1 0.8 0.3 -0.2420
N -0.96638 0.72368 0.17824 -0.2 0.0 0.0 -0.4237
N -0.51407 0.66763 -1.14682 -0.1 -0.3 0.3 0.0701
N -0.73265 1.77967 -1.80272 0.1 0.1 0.0 -0.1069
C -0.31371 1.82806 -3.04792 0.1 0.2 -0.4 0.0335
C 0.32502 0.76635 -3.68395 0.1 -0.1 0.0 -0.1363
C 0.49716 -0.39206 -2.96941 -0.1 -0.1 -0.1 -0.1724
C 0.06117 -0.43875 -1.64841 0.3 0.4 0.4 -0.1192
P 0.35235 -2.11051 -0.81998 0.0 -1.2 -1.1 1.3886
O -0.93151 -2.34137 0.15865 0.0 0.9 0.3 -0.9949
O 1.54800 -1.72336 0.19311 -0.7 0.1 0.4 -0.9709
H 1.29984 0.12961 3.75077 -0.1 0.0 0.0 0.2174
H 0.68947 -1.15171 2.71440 0.0 0.0 0.0 0.1881
H -0.17641 -0.75559 4.18401 0.1 0.2 0.0 0.2274
H -1.47237 0.26538 2.48379 0.0 0.1 -0.1 0.2053
H -0.56723 1.59108 3.15415 0.0 0.0 -0.2 0.2293
H 1.02206 0.45488 0.96085 -0.2 -0.2 0.0 0.2024
H 0.30202 2.06172 1.11343 0.1 -0.1 -0.1 0.2142
H -1.50993 -0.10563 0.38384 0.3 -0.2 0.0 0.3866
H -0.49773 2.74860 -3.58817 -0.1 0.1 0.2 0.2455
H 0.66460 0.85965 -4.70712 0.0 0.0 0.0 0.2616
H 0.95295 -1.27196 -3.40737 0.0 0.0 0.1 0.2651
H -1.75900 -2.45377 -0.33059 0.0 -0.4 0.1 0.5169
H 1.70694 -2.47825 0.78291 0.3 0.1 0.0 0.5241

8
Properties=species:S:1:pos:R:3:forces:R:3:nbo_charge:R:1 method="wB97M-V/def2-TZVPD" homo_energy_ev=-3.85 total_charge=-1 e_tot_ha=-755.0600 multiplicity=1
N -1.22216 0.47642 -0.66675 -2.7 0.3 2.3 -0.0703
O -0.53104 0.10504 -2.32343 1.6 0.3 -0.7 -0.8641
O 1.27460 -0.03877 -0.54056 0.0 0.2 -0.1 -1.0304
O 0.94598 -1.01980 2.15393 0.4 0.0 -0.1 -0.9841
O -2.15116 1.28786 -0.65485 1.3 -0.4 -0.2 -0.4663
S 0.35118 0.85684 -1.27299 -0.2 -0.4 -1.2 1.4419
H 0.00443 -0.90976 2.01270 -0.2 0.0 -0.2 0.4659
H 1.32817 -0.75782 1.29194 -0.4 0.0 0.2 0.5075

15
Properties=species:S:1:pos:R:3:forces:R:3:nbo_charge:R:1 method="wB97M-V/def2-TZVPD" homo_energy_ev=-8.23 e_tot_ha=-250.4954 multiplicity=1
C -1.49593 0.07171 0.05914 -4.1 -0.8 0.3 -0.4143
C -0.71146 -1.22780 -0.21322 0.1 -1.3 2.1 -0.4112
C 0.53938 -0.69637 0.32345 2.9 1.3 0.0 -0.0890
C 0.70794 0.60841 -0.43326 -2.4 1.2 -1.1 -0.0837
C -0.57978 1.31403 0.13717 1.9 -0.7 1.2 -0.4164
H -2.31770 0.07378 -0.71094 0.5 0.7 0.7 0.2138
H -2.03358 -0.07186 1.07901 0.7 0.3 -1.7 0.2090
H -1.10690 -2.10029 0.38404 0.2 0.8 -0.7 0.2089
H -0.50200 -1.52093 -1.18940 -0.6 -0.4 -2.0 0.2152
H 0.50085 -0.47508 1.36273 -0.9 0.1 1.0 0.1496
H 2.38278 0.04797 0.86689 -1.0 0.4 -1.5 0.3707
H 0.56927 0.57980 -1.57100 0.4 -0.4 1.6 0.1745
H -0.94064 2.21127 -0.39436 0.3 -0.4 0.5 0.2225
H -0.32743 1.41788 1.23206 -0.7 0.9 -1.1 0.2066
N 1.85921 -0.08319 -0.04268 2.4 -1.7 0.8 -0.5564

We obtain energy relative to the best compared isomer or geometry (same formula, charge and spin) values of 72.3; 0.0; 36.7; 107.7 kcal/mol for the records listed above, in that order.